## 1
{
  "formula": "C6H11NO",
  "method": "ωB97M-V with the def2-TZVPD basis set",
  "charge": 0,
  "smiles": "C=CCC[C@@H](N)C=O",
  "homo_lumo_gap_ev": 10.0797,
  "symbols": ["C", "C", "C", "C", "C", "N", "C", "O", "H", "H", "H", "H", "H", "H", "H", "H", "H", "H", "H"],
  "xyz": [[-1.398, -2.822, 1.095], [-1.033, -1.553, 0.888], [0.096, -1.102, 0.032], [0.032, 0.118, -0.738], [0.845, 1.262, -0.215], [1.640, 2.004, -1.186], [-0.101, 2.267, 0.456], [-0.577, 3.223, -0.128], [-1.073, -3.605, 0.328], [-2.114, -3.028, 1.742], [-1.626, -0.814, 1.461], [0.455, -2.057, -0.448], [0.929, -1.167, 0.687], [0.426, -0.128, -1.788], [-1.033, 0.369, -0.749], [1.672, 0.969, 0.525], [2.159, 1.413, -1.856], [1.197, 2.811, -1.483], [-0.494, 1.838, 1.376]],
  "mulliken_charge": [-0.900, -0.081, -0.535, -0.607, 0.298, -0.615, -0.152, -0.500, 0.203, 0.370, 0.199, 0.364, 0.389, 0.146, 0.426, 0.240, 0.205, 0.193, 0.357]
}



## 2
{
  "formula": "C6H11NO",
  "method": "ωB97M-V with the def2-TZVPD basis set",
  "charge": 0,
  "smiles": "CC1=N[C@H](C)O[C@H]1C",
  "homo_lumo_gap_ev": 10.5360,
  "symbols": ["C", "C", "N", "C", "C", "O", "C", "C", "H", "H", "H", "H", "H", "H", "H", "H", "H", "H", "H"],
  "xyz": [[2.485, 0.187, 1.747], [1.142, 0.476, 1.113], [-0.013, 0.257, 1.657], [-1.041, 0.345, 0.557], [-1.672, -1.035, 0.473], [-0.346, 0.673, -0.643], [1.019, 0.900, -0.312], [1.336, 2.373, -0.400], [3.143, -0.232, 0.996], [2.928, 1.129, 2.117], [2.420, -0.496, 2.594], [-1.799, 1.101, 0.834], [-2.460, -1.041, -0.248], [-2.102, -1.249, 1.453], [-0.945, -1.865, 0.285], [1.661, 0.270, -0.918], [2.354, 2.500, -0.041], [1.264, 2.723, -1.415], [0.681, 3.039, 0.205]],
  "mulliken_charge": [-1.276, 0.594, -0.661, 0.249, -1.304, -0.415, 0.473, -1.324, 0.331, 0.296, 0.370, 0.291, 0.375, 0.369, 0.258, 0.336, 0.390, 0.372, 0.275]
}



## 3
{
  "formula": "C6H11NO",
  "method": "ωB97M-V with the def2-TZVPD basis set",
  "charge": 0,
  "homo_lumo_gap_ev": 9.3947,
  "symbols": ["C", "C", "C", "N", "O", "H", "H", "H", "H", "H", "C", "C", "C", "H", "H", "H", "H", "H", "H"],
  "xyz": [[0.324, -2.796, 0.552], [-0.176, -1.403, 0.891], [-0.058, -0.587, -1.415], [-0.619, -0.642, -0.188], [-0.262, -1.006, 2.035], [0.448, -3.361, 1.473], [1.289, -2.731, 0.041], [-0.367, -3.310, -0.117], [0.919, -1.042, -1.586], [-0.733, -0.630, -2.269], [0.308, 2.015, -0.989], [-0.229, 1.838, 0.283], [-0.452, 2.398, 1.455], [-0.648, 0.574, 0.247], [1.377, 2.186, -1.092], [0.273, 0.728, -1.478], [-0.299, 2.493, -1.756], [-0.230, 3.447, 1.635], [-0.864, 1.827, 2.278]],
  "mulliken_charge": [-1.151, 0.709, -0.617, -0.344, -0.571, 0.323, 0.291, 0.335, 0.287, 0.342, -0.434, 0.151, -0.843, 0.362, 0.294, 0.022, 0.266, 0.293, 0.285]
}



## 4
{
  "formula": "C6H11NO",
  "method": "ωB97M-V with the def2-TZVPD basis set",
  "charge": 0,
  "homo_lumo_gap_ev": [7.4467, 7.4460],
  "symbols": ["C", "C", "C", "C", "C", "C", "O", "N", "H", "H", "H", "H", "H", "H", "H", "H", "H", "H", "H"],
  "xyz": [[-1.896, -0.033, 0.418], [2.381, -0.472, -0.619], [-2.149, 1.073, -0.587], [-0.089, -1.222, 0.646], [1.515, 0.204, 0.420], [-0.137, 0.111, 0.874], [-0.026, -1.850, -0.571], [2.015, 1.160, 1.127], [-0.766, -2.467, -0.612], [2.902, 1.500, 0.743], [-0.202, 0.594, 1.840], [-2.423, -0.933, 0.115], [-2.294, 0.210, 1.402], [2.631, -1.486, -0.299], [3.321, 0.065, -0.768], [1.868, -0.510, -1.582], [-1.752, 0.802, -1.569], [-3.223, 1.249, -0.701], [-1.675, 2.007, -0.276]],
  "mulliken_charge": [-0.512, -1.240, -1.074, -0.659, 0.572, 0.405, -0.321, -0.709, 0.370, 0.255, 0.276, 0.344, 0.337, 0.283, 0.458, 0.267, 0.268, 0.372, 0.308]
}



Which one sits at the bottom of the stability order? 4 does.



## 1
{
  "formula": "C6H11NO",
  "method": "ωB97M-V with the def2-TZVPD basis set",
  "charge": 0,
  "smiles": "C=C[C@H](O)NC(=C)C",
  "homo_lumo_gap_ev": 9.6896,
  "symbols": ["C", "C", "C", "O", "N", "C", "C", "C", "H", "H", "H", "H", "H", "H", "H", "H", "H", "H", "H"],
  "xyz": [[3.064, 0.212, -0.118], [2.182, 0.621, 0.804], [0.565, 0.796, 0.622], [0.007, 0.867, 1.889], [0.144, -0.380, -0.008], [-1.296, -0.588, -0.418], [-1.875, -1.786, -0.275], [-2.047, 0.569, -1.018], [4.132, 0.231, 0.083], [2.719, -0.177, -1.073], [2.585, 1.000, 1.742], [0.382, 1.727, 0.080], [-0.431, 0.005, 1.985], [0.804, -1.105, -0.257], [-1.340, -2.625, 0.158], [-2.870, -1.990, -0.663], [-3.058, 0.288, -1.336], [-2.147, 1.388, -0.298], [-1.520, 0.946, -1.901]],
  "mulliken_charge": [-0.835, -0.386, 0.459, -0.541, -0.359, 0.621, -0.943, -1.166, 0.260, 0.278, 0.290, 0.278, 0.315, 0.243, 0.290, 0.265, 0.368, 0.275, 0.287]
}



## 2
{
  "formula": "C6H11NO",
  "method": "ωB97M-V with the def2-TZVPD basis set",
  "charge": 0,
  "smiles": "C[C@]12CCN[C@@H]1[C@@H]2O",
  "homo_lumo_gap_ev": 8.5804,
  "symbols": ["C", "C", "C", "C", "N", "C", "C", "O", "H", "H", "H", "H", "H", "H", "H", "H", "H", "H", "H"],
  "xyz": [[-0.498, 1.553, -0.601], [-0.106, 0.431, 0.416], [1.338, 0.514, 1.074], [2.073, -0.203, -0.045], [1.138, -0.861, -1.079], [-0.050, -1.032, -0.173], [-1.330, -0.529, 0.502], [-2.522, -0.163, 0.041], [-1.073, 2.237, -0.022], [-1.077, 1.181, -1.553], [0.512, 1.856, -1.015], [1.670, 1.542, 1.273], [1.348, -0.118, 1.974], [2.733, -0.913, 0.395], [2.694, 0.599, -0.662], [0.783, -0.006, -1.646], [0.476, -1.459, 0.592], [-1.507, -1.135, 1.425], [-2.920, -0.863, -0.573]],
  "mulliken_charge": [-1.536, 0.461, -0.717, -0.525, -0.611, -0.452, 0.180, -0.519, 0.396, 0.272, 0.438, 0.321, 0.296, 0.317, 0.319, 0.373, 0.351, 0.263, 0.373]
}



## 3
{
  "formula": "C6H11NO",
  "method": "ωB97M-V with the def2-TZVPD basis set",
  "charge": 0,
  "homo_lumo_gap_ev": 9.0352,
  "symbols": ["C", "C", "C", "O", "H", "H", "H", "H", "H", "H", "H", "H", "C", "C", "C", "N", "H", "H", "H"],
  "xyz": [[-1.733, 0.175, 0.468], [-0.323, -1.465, 0.099], [-1.446, 1.276, -0.520], [-1.697, 0.404, 1.729], [-0.560, 0.544, 2.058], [-2.469, -0.560, 0.146], [-1.268, 0.880, -1.520], [-0.899, -1.986, 0.859], [0.665, -1.921, 0.087], [-0.748, -1.598, -0.896], [-0.601, 1.887, -0.210], [-2.330, 1.923, -0.559], [2.159, 0.121, -0.013], [2.155, -0.186, -1.307], [1.025, 0.060, 0.892], [0.699, 0.534, 1.939], [3.048, 0.530, 0.457], [1.278, -0.577, -1.803], [3.044, -0.042, -1.906]],
  "mulliken_charge": [-0.036, -1.488, -0.913, -0.542, 0.514, 0.424, 0.271, 0.387, 0.574, 0.300, 0.277, 0.365, -0.351, -0.606, 0.612, -0.612, 0.330, 0.214, 0.280]
}



Which one sits at the bottom of the stability order? 2 does.



## 1
{
  "formula": "C6H11NO",
  "method": "ωB97M-V with the def2-TZVPD basis set",
  "charge": 0,
  "smiles": "C/C=[N+](\\[O-])C=C(C)C",
  "homo_lumo_gap_ev": 8.1989,
  "symbols": ["C", "C", "N", "O", "C", "C", "C", "C", "H", "H", "H", "H", "H", "H", "H", "H", "H", "H", "H"],
  "xyz": [[0.590, 1.698, -3.082], [-0.263, 1.226, -1.953], [0.218, 0.551, -0.858], [1.531, 0.484, -0.732], [-0.519, -0.059, 0.161], [-0.184, -0.893, 1.226], [-1.365, -1.083, 2.210], [1.097, -1.367, 1.720], [0.609, 2.811, -3.081], [0.073, 1.364, -3.934], [1.551, 1.309, -2.861], [-1.154, 1.684, -1.891], [-1.529, 0.189, -0.020], [-2.207, -0.570, 1.863], [-0.987, -0.785, 3.210], [-1.537, -2.064, 2.394], [1.463, -0.748, 2.554], [1.764, -1.372, 0.867], [0.852, -2.374, 2.207]],
  "mulliken_charge": [-1.111, -0.070, 0.460, -0.695, -0.768, 1.187, -1.403, -1.120, 0.284, 0.349, 0.294, 0.352, 0.169, 0.380, 0.304, 0.423, 0.292, 0.351, 0.323]
}



## 2
{
  "formula": "C6H11NO",
  "method": "ωB97M-V with the def2-TZVPD basis set",
  "charge": 0,
  "homo_lumo_gap_ev": [7.6984, 7.4614],
  "symbols": ["C", "C", "C", "C", "C", "N", "C", "O", "H", "H", "H", "H", "H", "H", "H", "H", "H", "H", "H"],
  "xyz": [[-0.584, 0.036, -1.064], [0.229, -2.094, -1.493], [-1.292, 1.113, -1.831], [0.719, -0.262, 2.571], [0.033, 0.335, 0.219], [0.508, 1.650, 0.341], [0.080, -0.541, 1.244], [-0.687, -1.152, -1.621], [1.027, 1.826, 1.188], [0.970, 2.012, -0.480], [0.004, -3.065, -1.899], [1.161, -1.930, -0.981], [-0.399, -1.501, 1.132], [-0.623, 1.623, -2.532], [-2.103, 0.670, -2.410], [-1.710, 1.856, -1.156], [0.856, -1.186, 3.129], [1.702, 0.202, 2.456], [0.109, 0.408, 3.185]],
  "mulliken_charge": [0.321, -0.676, -1.393, -1.401, 0.457, -0.528, -0.058, -0.381, 0.227, 0.222, 0.293, 0.420, 0.424, 0.291, 0.390, 0.381, 0.347, 0.368, 0.295]
}



## 3
{
  "formula": "C6H11NO",
  "method": "ωB97M-V with the def2-TZVPD basis set",
  "charge": 0,
  "homo_lumo_gap_ev": [7.1532, 7.1538],
  "symbols": ["C", "C", "C", "C", "C", "N", "C", "O", "H", "H", "H", "H", "H", "H", "H", "H", "H", "H", "H"],
  "xyz": [[1.231, -1.049, 1.076], [-0.509, 1.345, 0.186], [-1.396, -1.170, 0.259], [-0.499, -0.282, 1.101], [1.621, -0.499, -0.115], [-0.597, 1.518, -1.249], [1.894, -0.214, -1.338], [-0.732, -0.002, 2.278], [-0.226, 2.415, -1.546], [-1.556, 1.480, -1.573], [1.573, -0.581, 1.993], [1.271, -2.132, 1.167], [-1.446, 1.604, 0.686], [0.297, 1.940, 0.619], [-1.077, -1.194, -0.782], [-1.358, -2.185, 0.663], [-2.420, -0.800, 0.311], [1.379, 0.643, -1.797], [2.548, -0.837, -1.940]],
  "mulliken_charge": [-0.736, -1.057, -1.474, 1.040, 0.452, -0.465, -0.648, -0.692, 0.231, 0.207, 0.260, 0.344, 0.435, 0.423, 0.353, 0.417, 0.344, 0.284, 0.282]
}



Which one sits at the bottom of the stability order? 3 does.



## 1
{
  "formula": "C6H11NO",
  "method": "ωB97M-V with the def2-TZVPD basis set",
  "charge": 0,
  "smiles": "[H]/N=C(/C)C(=O)C(C)C",
  "homo_lumo_gap_ev": 8.9968,
  "symbols": ["H", "N", "C", "C", "C", "O", "C", "C", "C", "H", "H", "H", "H", "H", "H", "H", "H", "H", "H"],
  "xyz": [[-2.214, 1.167, 1.709], [-2.082, 0.169, 1.937], [-1.138, -0.342, 1.186], [-0.470, -1.637, 1.550], [-1.018, 0.241, -0.180], [-1.844, 0.908, -0.756], [0.593, 0.312, -0.414], [0.901, -0.603, -1.592], [0.940, 1.763, -0.728], [-0.312, -2.273, 0.678], [-1.089, -2.187, 2.264], [0.489, -1.422, 2.027], [1.204, 0.018, 0.443], [0.316, -0.326, -2.475], [0.675, -1.647, -1.358], [1.960, -0.543, -1.864], [2.012, 1.872, -0.918], [0.663, 2.409, 0.112], [0.413, 2.120, -1.620]],
  "mulliken_charge": [0.273, -0.689, 0.634, -1.198, 0.407, -0.524, 0.772, -1.383, -1.589, 0.266, 0.409, 0.322, 0.189, 0.319, 0.265, 0.410, 0.425, 0.368, 0.323]
}



## 2
{
  "formula": "C6H11NO",
  "method": "ωB97M-V with the def2-TZVPD basis set",
  "charge": 0,
  "homo_lumo_gap_ev": [7.7073, 7.7051],
  "symbols": ["C", "C", "C", "C", "C", "C", "N", "O", "H", "H", "H", "H", "H", "H", "H", "H", "H", "H", "H"],
  "xyz": [[0.289, 1.568, 1.102], [-1.035, 0.154, -1.535], [-1.400, -0.591, 0.856], [0.944, -0.598, -0.161], [1.642, 0.196, 0.734], [-0.415, -0.164, -0.202], [1.498, -1.495, -1.072], [2.755, 0.531, 1.021], [2.487, -1.361, -1.239], [1.288, -2.473, -0.914], [0.262, 1.489, 2.187], [-0.693, 1.885, 0.747], [0.987, 2.330, 0.760], [-2.222, 0.119, 0.971], [-1.835, -1.546, 0.533], [-0.280, 0.385, -2.285], [-1.708, 1.010, -1.430], [-1.644, -0.683, -1.893], [-0.920, -0.755, 1.819]],
  "mulliken_charge": [-1.376, -1.396, -1.113, -0.211, 0.399, 1.027, -0.562, -0.571, 0.233, 0.226, 0.325, 0.473, 0.402, 0.308, 0.390, 0.367, 0.345, 0.345, 0.393]
}



## 3
{
  "formula": "C6H11NO",
  "method": "ωB97M-V with the def2-TZVPD basis set",
  "charge": 0,
  "smiles": "C=CC(=C)N(C)OC",
  "homo_lumo_gap_ev": 8.9215,
  "symbols": ["C", "C", "C", "C", "N", "C", "O", "C", "H", "H", "H", "H", "H", "H", "H", "H", "H", "H", "H"],
  "xyz": [[1.720, -1.524, 1.308], [0.923, -0.449, 1.250], [-0.381, -0.404, 0.600], [-1.313, -1.302, 0.964], [-0.597, 0.588, -0.366], [-1.839, 1.361, -0.408], [0.483, 1.411, -0.748], [1.221, 0.725, -1.763], [1.433, -2.472, 0.867], [2.694, -1.459, 1.780], [1.267, 0.499, 1.659], [-1.117, -2.050, 1.725], [-2.290, -1.329, 0.498], [-1.880, 2.054, 0.439], [-1.893, 1.945, -1.333], [-2.724, 0.719, -0.378], [2.101, 0.257, -1.313], [0.627, -0.033, -2.287], [1.564, 1.462, -2.494]],
  "mulliken_charge": [-0.699, -0.261, 0.572, -1.079, 0.194, -1.024, -0.305, -0.616, 0.304, 0.282, 0.298, 0.327, 0.245, 0.304, 0.315, 0.309, 0.277, 0.290, 0.267]
}



Which one sits at the bottom of the stability order? 2 does.